[1]
One molecule with the formula C15H17N3O3S2, computed with the ωB97M-V functional and the def2-TZVPD basis.

Each line ends with the Löwdin charge.
Element x y z (Å)
O: 4.171 -1.847 0.080  -0.0110
C: 3.335 -1.015 -0.222  -0.4270
N: 3.689 0.285 -0.441  0.1238
C: 4.991 0.704 -0.341  -0.5877
N: 5.353 1.927 -0.537  0.0445
C: 6.691 2.063 -0.375  -0.2571
C: 7.356 0.926 -0.050  -0.3961
S: 6.268 -0.409 0.068  1.0946
C: 1.891 -1.346 -0.360  -0.1051
C: 1.500 -2.628 0.030  0.0066
C: 0.180 -3.033 -0.069  -0.0397
C: -0.773 -2.158 -0.563  -0.0400
C: -0.382 -0.890 -0.950  -0.2645
S: -1.614 0.238 -1.605  0.6774
O: -0.993 1.524 -1.776  -0.2818
O: -2.249 -0.368 -2.736  -0.2737
N: -2.710 0.240 -0.341  -0.2477
C: -4.082 0.533 -0.704  -0.2035
C: -4.997 0.163 0.459  -0.1750
C: -4.581 0.937 1.707  -0.2036
C: -3.111 0.662 2.014  -0.1733
C: -2.253 1.004 0.799  -0.2124
C: 0.929 -0.472 -0.860  0.0043
H: 3.014 0.995 -0.685  0.1450
H: 7.125 3.037 -0.512  0.0992
H: 8.404 0.798 0.124  0.0538
H: 2.260 -3.296 0.408  0.1224
H: -0.102 -4.029 0.236  0.1115
H: -1.810 -2.435 -0.662  0.1199
H: -4.305 -0.052 -1.597  0.1150
H: -4.199 1.601 -0.946  0.1350
H: -4.916 -0.908 0.649  0.1168
H: -6.030 0.390 0.193  0.1138
H: -5.201 0.646 2.556  0.1096
H: -4.722 2.006 1.536  0.1146
H: -2.980 -0.395 2.251  0.1167
H: -2.780 1.252 2.869  0.1139
H: -1.207 0.739 0.972  0.1186
H: -2.303 2.082 0.586  0.1313
H: 1.145 0.529 -1.202  0.1110

Output
Highest occupied orbital energy in Eh: -0.3160
Kohn-Sham gap in eV: 8.4
Structure (SMILES): O=C(Nc1nccs1)c1cccc(S(=O)(=O)N2CCCCC2)c1
Spin multiplicity: 1
Largest force on an atom in eV/Å: 1.06

[2]
One molecule with the formula C15H17N3OS2, computed with the ωB97M-V functional and the def2-TZVPD basis.

Each line ends with the Löwdin charge.
Element x y z (Å)
C: 1.041 -3.964 -1.896  -0.0495
C: 1.476 -2.677 -1.266  -0.2721
C: 1.848 -1.589 -2.045  -0.0414
C: 2.231 -0.401 -1.453  -0.0431
C: 2.250 -0.246 -0.073  -0.2549
C: 2.675 1.061 0.525  -0.0568
C: 1.866 -1.333 0.715  -0.2748
C: 1.830 -1.248 2.210  -0.3742
S: 0.200 -1.760 2.888  0.9280
C: -0.834 -0.734 1.965  -0.9257
N: -0.427 0.225 1.224  0.0427
N: -1.440 0.843 0.595  -0.1154
C: -1.177 1.789 -0.467  -0.1140
C: -1.760 3.173 -0.175  -0.1519
C: -3.226 3.102 0.290  -0.0997
C: -3.956 1.933 -0.382  -0.5198
O: -4.682 2.071 -1.334  0.0797
N: -3.768 0.731 0.244  0.1254
C: -2.695 0.355 0.811  -0.6008
S: -2.591 -0.978 1.956  1.0661
C: 1.493 -2.527 0.111  -0.0223
H: 1.176 -4.798 -1.212  0.0761
H: -0.016 -3.911 -2.160  0.0854
H: 1.603 -4.158 -2.807  0.0775
H: 1.838 -1.673 -3.122  0.1113
H: 2.523 0.431 -2.079  0.1085
H: 3.556 0.932 1.154  0.0852
H: 2.921 1.773 -0.259  0.0764
H: 1.876 1.480 1.136  0.0641
H: 2.527 -1.950 2.669  0.0901
H: 2.025 -0.245 2.578  0.0700
H: -0.093 1.831 -0.588  0.1192
H: -1.622 1.395 -1.390  0.1408
H: -1.695 3.754 -1.096  0.1164
H: -1.165 3.679 0.588  0.1121
H: -3.739 4.031 0.040  0.1159
H: -3.268 2.958 1.372  0.1159
H: 1.198 -3.357 0.739  0.1097

Output
Highest occupied orbital energy in Eh: -0.3083
Kohn-Sham gap in eV: 8.9
Structure (SMILES): Cc1ccc(C)c(CSC2=NN3CCCC(=O)N=C3S2)c1
Spin multiplicity: 1
Largest force on an atom in eV/Å: 1.15

[3]
C15H17N5OsS2Se4 as an isolated structure, computed with the ωB97M-V functional and the def2-TZVPD basis.

Each line ends with the Löwdin charge.
Element x y z (Å)
Os: 0.936 2.060 -0.571  0.4013
Se: 0.953 3.088 1.988  0.0866
Se: 3.063 2.667 2.651  0.0136
Se: 4.336 1.638 0.850  -0.0213
Se: 2.911 0.574 -0.587  0.0034
C: -0.889 5.666 -2.987  -0.1295
C: 0.013 4.730 -2.227  -0.7601
S: -0.684 3.191 -1.797  0.5524
C: 1.288 5.010 -1.904  -0.7504
C: 1.980 6.312 -2.199  -0.1200
S: 2.278 3.828 -1.095  0.4846
H: -1.835 5.174 -3.205  0.0526
H: -0.428 5.963 -3.931  0.0796
H: -1.093 6.575 -2.417  0.0840
H: 1.406 6.926 -2.892  0.0661
H: 2.968 6.128 -2.622  0.0704
H: 2.119 6.874 -1.273  0.0804
C: 0.670 -0.576 1.961  -0.0343
C: -0.404 -0.376 0.957  -0.3256
N: -0.416 0.463 -0.071  -0.1241
C: -1.615 0.281 -0.735  -0.1411
C: -2.331 -0.672 -0.099  -0.0470
N: -1.562 -1.082 0.970  -0.0113
C: -1.983 -2.054 1.959  -0.0641
N: -1.115 -3.189 2.041  -0.0716
N: -0.485 -3.461 3.215  0.0551
N: 0.186 -4.532 3.094  0.0766
C: 0.020 -5.025 1.816  -0.2245
C: 0.540 -6.162 1.199  -0.0085
C: 0.181 -6.385 -0.111  -0.0806
C: -0.670 -5.504 -0.801  -0.0757
C: -1.193 -4.375 -0.207  -0.0084
C: -0.836 -4.158 1.122  -0.1651
H: 1.529 0.039 1.718  -0.0271
H: 0.998 -1.615 1.984  0.0854
H: 0.320 -0.306 2.960  0.0976
H: -1.865 0.843 -1.617  0.0589
H: -3.307 -1.080 -0.299  0.1228
H: -2.989 -2.369 1.684  0.1425
H: -2.003 -1.613 2.955  0.1439
H: 1.197 -6.829 1.740  0.1162
H: 0.560 -7.255 -0.630  0.1044
H: -0.914 -5.716 -1.834  0.1067
H: -1.836 -3.696 -0.752  0.1052

Output
Highest occupied orbital energy (alpha / beta) in Eh: -0.2387 / -0.2736
Kohn-Sham gap (alpha / beta) in eV: 6.1 / 5.3
Spin multiplicity: 5
<S²>: 6.031
Largest force on an atom in eV/Å: 0.92

[4]
C15H18BIrN3O2SSbSe4 as an isolated structure, computed with the ωB97M-V functional and the def2-TZVPD basis.

Each line ends with the Löwdin charge.
Element x y z (Å)
Ir: 2.194 1.391 -0.326  0.3691
Se: 5.071 -3.199 -1.502  -0.1626
Sb: 4.798 -0.878 -1.110  -0.1454
Se: 2.828 0.226 -2.295  0.1083
Se: 3.406 -0.234 1.127  0.5902
Se: 6.610 0.663 -0.869  -0.1868
S: 0.671 3.027 -1.030  0.4612
C: -0.736 2.174 -1.352  -0.8622
N: -1.736 1.636 -1.578  0.0411
C: 4.188 3.911 -1.686  -0.0197
C: 3.932 3.940 -0.225  -0.3935
N: 3.445 2.950 0.494  -0.1055
C: 3.467 3.346 1.816  -0.1310
C: 3.991 4.594 1.898  -0.0817
N: 4.283 4.952 0.598  0.1032
H: 3.356 3.432 -2.200  0.0324
H: 5.078 3.307 -1.877  0.0562
H: 4.327 4.918 -2.080  0.0807
H: 3.134 2.691 2.602  0.0977
H: 4.185 5.240 2.735  0.1060
H: 4.708 5.811 0.298  0.1560
C: -4.688 -0.888 -0.172  -0.0475
C: -4.179 -2.229 0.378  -0.5624
C: -4.883 -3.357 -0.378  -0.0786
C: -4.555 -2.347 1.862  -0.0575
C: -2.658 -2.281 0.220  -0.1727
C: -2.028 -3.161 -0.657  -0.0290
C: -0.645 -3.158 -0.866  0.0292
C: 0.089 -2.243 -0.156  -0.1933
O: 1.438 -2.000 -0.189  0.0726
B: 1.617 -0.893 0.640  -1.1340
O: 0.430 -0.559 1.307  0.1034
C: -0.522 -1.377 0.740  -0.1808
C: -1.877 -1.367 0.942  0.0572
H: -5.769 -0.802 -0.020  0.0800
H: -4.477 -0.806 -1.240  0.0904
H: -4.201 -0.042 0.316  0.0779
H: -5.960 -3.293 -0.204  0.0798
H: -4.544 -4.339 -0.040  0.0854
H: -4.716 -3.283 -1.455  0.0820
H: -5.643 -2.359 1.978  0.0786
H: -4.170 -1.507 2.442  0.0731
H: -4.152 -3.267 2.290  0.0884
H: -2.618 -3.870 -1.222  0.0944
H: -0.171 -3.831 -1.567  0.1232
H: -2.316 -0.639 1.613  0.1262

Output
Highest occupied orbital energy (alpha / beta) in Eh: -0.1732 / -0.1762
Kohn-Sham gap (alpha / beta) in eV: 6.7 / 6.8
Net charge: -1
Spin multiplicity: 2
<S²>: 0.761
Largest force on an atom in eV/Å: 0.96

[5]
C15H18Br12NO4 as an isolated structure, computed with the ωB97M-V functional and the def2-TZVPD basis.

Each line ends with the Löwdin charge.
Element x y z (Å)
C: 2.428 0.601 1.471  -0.1128
C: 1.230 0.547 0.331  -0.2547
O: 1.622 1.217 -0.934  -0.2193
C: 0.627 2.308 -1.205  -0.1352
C: 0.992 3.517 -0.165  0.0115
C: 2.597 3.952 -0.018  0.1108
N: 3.004 5.053 0.982  0.0273
C: 1.987 5.781 1.867  0.0480
C: 0.359 5.451 1.759  0.0960
C: -0.177 4.272 0.700  0.0583
C: -1.786 3.992 0.634  -0.2117
O: -2.547 4.617 1.575  -0.0022
O: -2.516 3.187 -0.353  -0.0941
C: -3.599 2.399 0.264  -0.1064
C: -3.136 1.452 1.520  -0.0993
O: -3.870 0.377 1.859  -0.0735
H: 3.209 -0.243 1.192  0.0254
H: 3.048 1.619 1.445  0.0684
H: 2.028 0.494 2.579  0.0925
H: 0.970 -0.597 0.136  0.1005
H: 0.275 1.008 0.839  0.1053
H: -0.422 1.813 -1.061  0.1309
H: 0.852 2.644 -2.322  0.1649
H: 3.399 3.391 -0.701  0.1681
H: 4.043 5.258 1.041  0.1634
H: 2.395 6.594 2.632  0.1464
H: -0.432 6.011 2.443  0.1338
H: -4.003 1.660 -0.578  0.1665
H: -4.491 3.097 0.561  0.1578
H: -2.202 1.679 2.203  0.1465
C: -2.095 -2.691 0.961  -1.5582
Br: -2.009 -1.503 -0.577  0.5547
Br: -2.182 -4.560 0.429  0.5520
Br: -0.643 -2.361 2.212  0.5719
H: -3.028 -2.464 1.487  -0.0215
C: -2.093 -7.334 -2.397  -1.5902
Br: -2.518 -8.069 -0.646  0.5653
Br: -0.732 -5.948 -2.289  0.4976
Br: -1.610 -8.725 -3.668  0.5764
H: -3.004 -6.859 -2.774  -0.0518
C: -3.418 -4.821 -5.198  -1.6032
Br: -5.203 -5.436 -4.730  0.5714
Br: -3.335 -4.164 -7.027  0.5746
Br: -2.746 -3.511 -3.927  0.5064
H: -2.755 -5.691 -5.141  -0.0409
C: 6.314 -1.887 2.431  -1.5936
Br: 6.744 -0.167 1.631  0.5380
Br: 7.515 -2.325 3.897  0.5755
Br: 4.447 -1.989 2.970  0.5823
H: 6.465 -2.647 1.656  -0.0197

Output
Highest occupied orbital energy in Eh: -0.4233
Kohn-Sham gap in eV: 5.5
Net charge: +1
Spin multiplicity: 1
Largest force on an atom in eV/Å: 8.78

[6]
C15H18BrIMnN2O as an isolated structure, computed with the ωB97M-V functional and the def2-TZVPD basis.

Each line ends with the Löwdin charge.
Element x y z (Å)
Mn: -2.242 1.009 -0.891  0.2018
I: -3.560 -0.863 0.612  1.1102
C: -2.215 -0.520 2.147  -0.6284
C: -2.326 -1.364 3.207  -0.1753
C: -1.458 -1.178 4.314  -0.0852
C: -0.558 -0.158 4.305  -0.0401
C: -0.464 0.734 3.199  -0.1697
C: 0.450 1.822 3.213  -0.0519
C: 0.510 2.675 2.154  -0.0855
C: -0.314 2.463 1.016  -0.1459
C: -1.206 1.428 0.915  -0.2125
C: -1.291 0.566 2.053  -0.2545
H: -3.060 -2.158 3.217  0.0830
H: -1.531 -1.848 5.162  0.1027
H: 0.101 -0.007 5.154  0.1111
H: 1.078 1.966 4.086  0.1076
H: 1.192 3.519 2.176  0.0990
H: -0.237 3.171 0.194  0.0763
C: 2.455 0.465 -1.864  -0.0387
N: 1.101 0.449 -2.415  -0.1234
C: 0.565 1.762 -2.751  -0.0446
C: 0.229 -0.540 -2.095  -0.4779
O: -0.980 -0.309 -1.901  -0.1050
N: 0.708 -1.809 -1.999  -0.1380
C: -0.114 -2.810 -1.339  -0.0307
C: 1.699 -2.328 -2.930  -0.0424
H: 2.556 1.340 -1.218  0.0936
H: 3.217 0.521 -2.641  0.0896
H: 2.637 -0.418 -1.259  0.0895
H: 1.274 2.265 -3.409  0.0970
H: 0.429 2.372 -1.855  0.0702
H: -0.395 1.679 -3.250  0.0578
H: -0.782 -2.330 -0.631  0.0632
H: 0.537 -3.505 -0.808  0.0938
H: -0.709 -3.373 -2.063  0.0979
H: 2.099 -1.529 -3.545  0.0844
H: 1.229 -3.063 -3.589  0.0936
H: 2.522 -2.815 -2.404  0.0925
Br: -3.146 2.719 -2.269  -0.0653

Output
Highest occupied orbital energy (alpha / beta) in Eh: -0.2798 / -0.2967
Kohn-Sham gap (alpha / beta) in eV: 8.0 / 8.5
Spin multiplicity: 6
<S²>: 8.760
Largest force on an atom in eV/Å: 0.92

[7]
C15H18CdN3S2 as an isolated structure, computed with the ωB97M-V functional and the def2-TZVPD basis.

Each line ends with the Löwdin charge.
Element x y z (Å)
C: -1.278 -2.194 2.980  -0.0108
C: -0.057 -1.748 2.238  -0.1887
C: 0.680 -2.649 1.497  0.0038
C: 1.838 -2.275 0.808  0.0096
C: 2.288 -0.963 0.846  -0.1081
C: 1.591 -0.031 1.574  -0.1551
C: 0.435 -0.421 2.280  -0.1391
C: -0.299 0.665 3.072  -0.1311
N: -0.566 1.259 1.863  0.1849
C: -1.843 1.035 1.291  -0.1785
C: -1.942 1.306 -0.209  -0.2104
C: -2.319 0.047 -1.015  -0.4940
S: -1.029 -0.557 -2.106  0.9312
C: -0.788 0.840 -3.135  -1.0881
S: -1.953 1.850 -3.609  0.7880
N: 0.539 0.964 -3.550  -0.1698
C: 1.651 1.001 -2.721  -0.1217
C: 2.717 1.145 -3.553  -0.1391
N: 2.310 1.172 -4.866  0.0825
C: 1.014 1.062 -4.839  -0.1516
H: -2.179 -1.660 2.688  0.0789
H: -1.409 -3.263 2.859  0.0935
H: -1.133 -2.022 4.047  0.1053
H: 0.340 -3.673 1.457  0.1274
H: 2.380 -3.020 0.246  0.1275
H: 3.185 -0.675 0.315  0.0536
H: 1.940 1.018 1.606  -0.1889
H: -1.158 0.258 3.602  0.1311
H: 0.353 1.230 3.729  0.1456
H: -2.220 0.038 1.539  0.1106
H: -2.483 1.732 1.859  0.1757
H: -1.019 1.749 -0.571  0.0971
H: -2.721 2.047 -0.366  0.1145
H: -2.558 -0.787 -0.357  0.0690
H: -3.221 0.241 -1.585  0.0634
H: 1.571 0.954 -1.654  0.0389
H: 3.745 1.221 -3.249  0.0957
H: 0.378 1.065 -5.706  0.1303
Cd: 3.220 2.039 0.696  0.7169

Output
Highest occupied orbital energy in Eh: -0.4026
Kohn-Sham gap in eV: 4.4
Net charge: +1
Spin multiplicity: 1
Largest force on an atom in eV/Å: 2.80

[8]
One molecule with the formula C15H18ClN3O2, computed with the ωB97M-V functional and the def2-TZVPD basis.

Each line ends with the Löwdin charge.
Element x y z (Å)
C: 1.374 -0.437 5.204  -0.0771
C: 2.073 -0.352 3.849  -0.1935
N: 1.284 -0.961 2.814  -0.1775
C: 0.235 -0.432 2.159  -0.0084
C: -0.246 -1.407 1.308  -0.1601
C: -1.364 -1.272 0.328  -0.1147
N: -0.939 -0.519 -0.841  0.0853
C: -1.260 0.782 -1.016  -0.4854
O: -2.067 1.370 -0.323  0.0625
C: -0.480 1.436 -2.121  -0.0626
C: 0.897 1.496 -1.899  -0.0593
C: 1.735 2.153 -2.775  -0.6748
Cl: 3.434 2.212 -2.459  0.6653
C: 1.216 2.769 -3.907  -0.0955
C: -0.137 2.701 -4.142  0.0086
C: -1.011 2.041 -3.266  -0.2143
O: -2.295 2.037 -3.687  -0.0592
C: -3.304 1.361 -2.971  -0.0608
C: 0.602 -2.515 1.527  -0.3129
C: 0.553 -3.852 0.878  -0.0352
N: 1.508 -2.220 2.444  0.1261
H: 1.189 -1.476 5.462  0.0753
H: 1.998 0.010 5.973  0.0700
H: 0.422 0.089 5.175  0.0699
H: 2.258 0.693 3.583  0.1202
H: 3.023 -0.889 3.883  0.1188
H: -0.097 0.574 2.321  0.1344
H: -1.716 -2.257 0.009  0.1221
H: -2.193 -0.710 0.766  0.1255
H: -0.187 -0.910 -1.389  0.1477
H: 1.307 1.040 -1.009  0.1156
H: 1.868 3.287 -4.591  0.1075
H: -0.567 3.162 -5.017  0.1227
H: -4.194 1.433 -3.596  0.0970
H: -3.049 0.307 -2.821  0.0995
H: -3.494 1.825 -2.001  0.0890
H: 1.333 -4.480 1.297  0.0755
H: 0.707 -3.767 -0.197  0.0751
H: -0.414 -4.324 1.048  0.0776

Output
Highest occupied orbital energy in Eh: -0.3120
Kohn-Sham gap in eV: 9.2
Structure (SMILES): CCn1cc(CNC(=O)c2cc(Cl)ccc2OC)c(C)n1
Spin multiplicity: 1
Largest force on an atom in eV/Å: 0.81